Record 1
{
  "formula": "C48H58As3Cl2IN4O7SSeTi",
  "method": "ωB97M-V/def2-TZVPD",
  "elements": ["Ti", "C", "As", "C", "C", "C", "C", "C", "As", "C", "C", "C", "As", "C", "C", "H", "H", "H", "H", "H", "H", "H", "H", "H", "H", "H", "H", "H", "H", "H", "H", "H", "H", "H", "H", "H", "H", "H", "H", "H", "H", "H", "N", "C", "O", "C", "I", "H", "H", "H", "H", "Cl", "C", "Cl", "C", "O", "O", "H", "Se", "C", "C", "C", "C", "C", "C", "H", "H", "H", "H", "H", "O", "S", "O", "N", "C", "O", "C", "C", "C", "C", "C", "C", "H", "H", "H", "H", "C", "C", "C", "C", "C", "C", "C", "C", "C", "C", "C", "C", "C", "C", "H", "H", "H", "H", "H", "H", "H", "H", "H", "H", "H", "N", "C", "O", "C", "C", "C", "C", "N", "C", "H", "H", "H", "H", "H", "H"],
  "xyz": [[0.61, -1.23, 0.08], [-3.33, 3.32, -0.48], [-1.86, 2.28, -1.35], [-0.72, 3.89, -1.46], [-2.79, 2.41, -3.14], [-2.11, 2.03, -4.46], [-3.20, 2.16, -5.54], [-1.59, 0.59, -4.48], [-0.15, -0.09, -3.16], [1.39, 0.84, -3.98], [0.16, -1.70, -4.28], [-0.99, 3.04, -4.73], [0.10, 3.23, -6.39], [-0.25, 1.71, -7.62], [-1.09, 4.50, -7.38], [-3.40, 4.34, -0.86], [-3.12, 3.37, 0.59], [-4.29, 2.83, -0.62], [-1.17, 4.69, -2.05], [0.27, 3.67, -1.85], [-0.59, 4.25, -0.43], [-3.17, 3.43, -3.24], [-3.66, 1.76, -3.00], [-4.04, 1.51, -5.31], [-2.83, 1.90, -6.53], [-3.58, 3.19, -5.58], [-1.21, 0.38, -5.49], [-2.44, -0.08, -4.30], [1.25, 0.98, -5.05], [2.26, 0.21, -3.82], [1.59, 1.80, -3.51], [0.23, -1.46, -5.34], [-0.62, -2.45, -4.13], [1.10, -2.13, -3.95], [-0.25, 2.87, -3.94], [-1.39, 4.05, -4.58], [0.24, 0.81, -7.27], [0.18, 1.97, -8.59], [-1.31, 1.51, -7.77], [-1.21, 5.42, -6.81], [-2.07, 4.07, -7.56], [-0.64, 4.75, -8.34], [3.70, -2.03, 1.54], [2.51, -2.69, 1.74], [1.58, -2.53, 0.84], [2.33, -3.45, 2.87], [3.72, -6.03, 2.40], [3.90, -1.71, 0.59], [4.50, -2.40, 2.03], [1.39, -3.93, 3.07], [3.05, -3.42, 3.66], [0.40, -5.09, 0.20], [0.29, -4.70, -1.51], [-1.39, -4.64, -1.99], [0.94, -3.30, -1.63], [2.11, -3.25, -1.94], [0.15, -2.35, -1.35], [0.80, -5.48, -2.08], [-0.90, 2.62, 2.60], [-1.39, 4.18, 3.56], [-1.42, 4.17, 4.96], [-1.76, 5.31, 5.66], [-2.07, 6.48, 4.99], [-2.05, 6.50, 3.61], [-1.71, 5.36, 2.90], [-1.17, 3.26, 5.47], [-1.77, 5.28, 6.74], [-2.34, 7.37, 5.55], [-2.28, 7.41, 3.08], [-1.69, 5.38, 1.82], [4.01, -0.68, -3.10], [3.76, -0.28, -1.74], [4.69, -0.84, -0.77], [2.23, -0.49, -1.24], [1.74, 0.65, -0.73], [0.54, 0.60, -0.25], [2.60, 1.80, -0.81], [2.41, 3.10, -0.32], [3.36, 4.05, -0.62], [4.50, 3.75, -1.39], [4.72, 2.44, -1.82], [3.78, 1.49, -1.52], [1.56, 3.32, 0.30], [3.24, 5.06, -0.26], [5.22, 4.52, -1.61], [5.60, 2.17, -2.40], [-4.74, -4.92, 3.24], [-4.86, -4.28, 2.01], [-3.80, -3.58, 1.47], [-2.59, -3.50, 2.15], [-2.47, -4.16, 3.38], [-3.54, -4.85, 3.92], [-1.40, -2.82, 1.62], [-1.30, -1.80, 0.75], [-2.47, -1.10, 0.22], [-2.86, -1.23, -1.12], [-4.03, -0.65, -1.57], [-4.82, 0.10, -0.72], [-4.41, 0.30, 0.59], [-3.25, -0.29, 1.06], [-5.57, -5.47, 3.65], [-5.80, -4.35, 1.47], [-3.90, -3.11, 0.51], [-1.53, -4.12, 3.91], [-3.43, -5.35, 4.87], [-0.48, -3.22, 2.04], [-2.25, -1.82, -1.79], [-4.34, -0.81, -2.59], [-5.76, 0.53, -1.07], [-5.01, 0.90, 1.26], [-2.95, -0.12, 2.08], [-1.75, -1.02, 5.25], [-0.52, -0.55, 5.59], [-0.17, -0.48, 6.76], [0.38, -0.20, 4.47], [1.60, 0.46, 4.72], [2.43, 0.72, 3.65], [2.08, 0.31, 2.38], [0.92, -0.33, 2.12], [0.10, -0.53, 3.15], [-2.39, -1.23, 5.99], [-2.11, -0.93, 4.32], [1.84, 0.74, 5.74], [3.37, 1.24, 3.80], [2.73, 0.52, 1.54], [-0.83, -1.01, 2.90]],
  "homo_energy_ha": [-0.0284, -0.0249],
  "spin_multiplicity": 3,
  "orbital_gap_ha": [0.1461, 0.0624],
  "total_charge": -2
}

---

Record 2
{
  "formula": "C48H58BrFKN4O6PS",
  "method": "ωB97M-V/def2-TZVPD",
  "elements": ["K", "C", "C", "C", "C", "C", "C", "C", "Br", "C", "O", "C", "C", "C", "C", "C", "C", "H", "H", "H", "H", "H", "H", "H", "H", "H", "H", "H", "H", "H", "H", "H", "H", "H", "H", "H", "H", "O", "H", "H", "F", "N", "C", "C", "C", "N", "H", "H", "H", "H", "C", "C", "O", "O", "H", "H", "H", "C", "C", "C", "N", "C", "S", "N", "C", "O", "C", "C", "C", "C", "C", "C", "H", "H", "H", "H", "H", "H", "H", "H", "H", "H", "H", "H", "H", "H", "O", "P", "C", "C", "C", "C", "C", "C", "C", "C", "C", "C", "C", "C", "C", "C", "C", "C", "C", "C", "H", "H", "H", "H", "H", "H", "H", "H", "H", "H", "H", "H", "H", "H", "H"],
  "xyz": [[0.07, 0.31, -0.24], [5.24, 6.49, -0.90], [4.46, 6.52, 0.43], [3.90, 7.93, 0.60], [5.43, 6.25, 1.59], [3.37, 5.46, 0.40], [3.71, 4.12, 0.21], [2.72, 3.18, 0.08], [3.21, 1.35, -0.18], [1.32, 3.44, 0.07], [0.50, 2.51, -0.25], [0.99, 4.80, 0.41], [2.01, 5.74, 0.51], [-0.44, 5.30, 0.64], [-1.50, 4.19, 0.74], [-0.85, 6.24, -0.50], [-0.50, 6.07, 1.97], [6.02, 7.25, -0.92], [4.56, 6.66, -1.73], [5.71, 5.51, -1.05], [4.71, 8.66, 0.59], [3.36, 8.03, 1.55], [3.21, 8.17, -0.21], [6.24, 6.99, 1.60], [5.88, 5.26, 1.50], [4.90, 6.30, 2.54], [4.75, 3.80, 0.17], [1.72, 6.76, 0.71], [-1.60, 3.65, -0.20], [-2.46, 4.63, 1.00], [-1.23, 3.46, 1.51], [-0.85, 5.69, -1.45], [-0.15, 7.08, -0.59], [-1.85, 6.64, -0.33], [-0.13, 5.44, 2.78], [-1.53, 6.35, 2.20], [0.10, 6.98, 1.95], [0.52, 2.16, -3.05], [0.46, 1.20, -3.04], [0.48, 2.41, -2.10], [0.76, 0.49, 3.57], [0.70, -2.06, 3.55], [1.83, -2.67, 3.88], [1.78, -4.03, 3.52], [0.53, -4.18, 2.94], [-0.07, -2.99, 2.98], [0.61, -0.48, 3.57], [2.62, -2.12, 4.37], [2.54, -4.78, 3.66], [0.02, -5.04, 2.53], [-2.64, 0.92, -2.34], [-2.40, -0.52, -1.85], [-2.79, -1.45, -2.58], [-1.82, -0.64, -0.73], [-3.70, 1.05, -2.56], [-2.08, 1.08, -3.26], [-2.32, 1.64, -1.59], [-7.08, -0.48, 1.55], [-6.41, -0.98, 0.27], [-4.89, -0.73, 0.23], [-4.12, -1.81, 0.81], [-3.53, -1.81, 2.03], [-3.69, -0.54, 3.11], [-2.77, -2.90, 2.34], [-3.16, -4.18, 2.27], [-2.38, -5.14, 2.38], [-4.64, -4.52, 2.13], [-5.63, -3.86, 2.84], [-6.96, -4.22, 2.69], [-7.31, -5.25, 1.82], [-6.33, -5.93, 1.13], [-4.99, -5.57, 1.29], [-8.15, -0.72, 1.55], [-6.97, 0.61, 1.63], [-6.61, -0.92, 2.43], [-6.87, -0.49, -0.59], [-6.58, -2.05, 0.17], [-4.64, 0.20, 0.75], [-4.58, -0.64, -0.81], [-3.69, -2.43, 0.14], [-1.10, -2.81, 2.72], [-5.36, -3.06, 3.52], [-7.73, -3.68, 3.24], [-8.36, -5.52, 1.70], [-6.59, -6.74, 0.46], [-4.21, -6.10, 0.77], [0.95, -1.05, -1.95], [1.60, -2.36, -1.71], [0.59, -3.69, -1.03], [-0.79, -3.56, -0.98], [-1.58, -4.66, -0.68], [-1.00, -5.89, -0.42], [0.38, -6.02, -0.46], [1.18, -4.93, -0.77], [3.12, -2.22, -0.73], [3.20, -2.67, 0.58], [4.39, -2.51, 1.29], [5.48, -1.90, 0.68], [5.39, -1.44, -0.62], [4.21, -1.59, -1.33], [2.15, -3.17, -3.25], [3.28, -3.97, -3.35], [3.56, -4.64, -4.53], [2.71, -4.52, -5.62], [1.58, -3.72, -5.53], [1.30, -3.05, -4.35], [-1.25, -2.60, -1.17], [-2.66, -4.55, -0.65], [-1.62, -6.74, -0.18], [0.84, -6.98, -0.25], [2.25, -5.04, -0.82], [2.35, -3.14, 1.05], [4.45, -2.86, 2.31], [6.40, -1.78, 1.24], [6.23, -0.94, -1.08], [4.11, -1.21, -2.34], [3.95, -4.06, -2.51], [4.45, -5.26, -4.61], [2.92, -5.05, -6.54], [0.91, -3.62, -6.38], [0.41, -2.43, -4.25]],
  "homo_energy_ha": -0.0949,
  "orbital_gap_ha": 0.2318,
  "total_charge": -2
}

---

Asked for energy relative to the best compared isomer or geometry (same formula, charge and spin) across the records above, the calculation gives 78.2 43.1 kcal/mol in order.
Asked for E_tot across the records above, the calculation gives -385970.4891 -178179.0857 eV in order.